ORCA calculation (wB97M-V/def2-TZVPD) on a 7-piece molecular cluster, C63H151N3O4P3 overall in a non-equilibrium geometry.

Properties
* HOMO level: -11.0719 eV
* HOMO-LUMO gap: 3.56 eV
* charge: +5
* E_tot: -3978.44663 Eh

The geometry in XYZ format:
```
224
Properties=species:S:1:pos:R:3:lowdin_charge:R:1
C 21.3804 -4.5933 -2.3916 -0.133
C 21.0038 -3.9120 -1.0687 -0.696
C 19.4600 -3.8933 -0.8008 -0.105
O 21.8922 -4.3268 -0.0725 -0.414
H 22.2863 -4.3190 -2.9323 0.049
H 20.6192 -4.3158 -3.1208 0.039
H 21.4654 -5.6698 -2.2437 0.056
H 21.2611 -2.8913 -1.3520 0.076
H 19.0890 -4.9177 -0.7671 0.045
H 18.9281 -3.4461 -1.6405 0.041
H 19.1363 -3.5353 0.1765 0.048
C 23.7781 -9.6668 3.7209 -0.033
C 23.3618 -8.9292 4.9688 -0.274
C 23.6515 -9.6581 6.2687 -0.183
O 23.4031 -8.8543 7.4147 -0.190
C 23.9418 -9.4117 8.5771 -0.088
N 24.0769 -7.5307 5.0520 0.239
H 23.9195 -6.9095 4.2713 0.167
H 23.6802 -7.0319 5.8356 0.154
H 25.0830 -7.5694 5.1312 0.166
H 23.6312 -9.2345 2.7311 0.097
H 23.3006 -10.6464 3.7407 0.102
H 24.8570 -9.8211 3.7303 0.094
H 22.3180 -8.6167 4.9386 0.158
H 24.7304 -9.8131 6.2642 0.139
H 23.0349 -10.5569 6.2599 0.152
H 25.0278 -9.3458 8.5115 0.091
H 23.6488 -10.4613 8.5504 0.100
H 23.8083 -8.9439 9.5525 0.106
C 19.5017 0.5760 -8.2028 -0.016
C 19.1131 0.9695 -9.6596 -0.294
C 17.6857 0.3869 -9.8786 -0.177
O 17.6241 -1.0297 -9.9713 -0.186
C 18.5988 -1.7755 -10.7064 -0.075
N 19.0660 2.4337 -9.9700 0.243
H 18.4829 2.9670 -9.3410 0.178
H 19.9925 2.8311 -9.9078 0.177
H 18.7499 2.5562 -10.9214 0.174
H 20.4207 1.0220 -7.8224 0.087
H 19.5104 -0.5136 -8.2310 0.091
H 18.8754 0.9860 -7.4105 0.091
H 19.8489 0.5741 -10.3598 0.152
H 17.3741 0.6620 -10.8862 0.131
H 16.9844 0.7239 -9.1152 0.141
H 19.5225 -1.8470 -10.1321 0.086
H 18.7498 -1.4982 -11.7497 0.100
H 18.1846 -2.7778 -10.8158 0.099
C 13.1362 -2.3772 -5.6675 -0.011
C 13.3642 -3.6693 -6.5401 -0.283
C 14.5156 -4.5219 -6.0576 -0.194
O 14.4492 -5.7818 -6.6968 -0.185
C 15.4038 -6.7028 -6.2654 -0.099
N 12.1269 -4.5074 -6.5741 0.242
H 11.3150 -3.9649 -6.8323 0.179
H 12.2639 -5.3617 -7.0951 0.168
H 11.9393 -4.7638 -5.6154 0.172
H 12.5344 -1.6659 -6.2331 0.084
H 14.0118 -1.7512 -5.4959 0.093
H 12.5972 -2.4563 -4.7234 0.092
H 13.6106 -3.4980 -7.5880 0.161
H 14.5411 -4.6607 -4.9768 0.140
H 15.4424 -4.0226 -6.3404 0.146
H 15.5652 -6.7939 -5.1912 0.094
H 16.4234 -6.5695 -6.6271 0.098
H 15.0014 -7.6540 -6.6136 0.102
C 21.6166 -0.8170 7.9904 -0.109
C 20.8120 -0.1584 6.8874 -0.266
C 19.3869 -0.7078 6.6882 -0.234
C 18.5883 -0.2371 5.4590 -0.262
P 17.8069 1.4016 5.4538 1.063
C 19.0534 2.5358 4.6012 -0.258
C 19.6206 2.0033 3.2885 -0.264
C 20.4514 3.1514 2.6982 -0.241
C 20.8719 2.6870 1.2717 -0.114
C 16.3102 1.3778 4.3871 -0.252
C 15.8358 2.7375 3.8721 -0.263
C 14.4978 2.7200 3.2199 -0.296
C 14.5031 2.0743 1.8907 -0.118
C 17.5747 2.2364 7.0727 -0.250
C 17.5624 3.7989 7.0576 -0.205
C 17.2149 4.5620 8.4332 -0.228
C 15.8970 4.0398 9.0224 -0.101
H 22.6866 -0.6118 7.9573 0.080
H 21.5607 -1.9055 7.9798 0.072
H 21.1956 -0.5273 8.9532 0.082
H 21.4101 -0.1955 5.9769 0.109
H 20.7671 0.8875 7.1910 0.098
H 18.8133 -0.6969 7.6150 0.113
H 19.3917 -1.7892 6.5522 0.112
H 17.7286 -0.8646 5.2238 0.092
H 19.2006 -0.4125 4.5744 0.097
H 19.8384 2.4439 5.3518 0.095
H 18.5535 3.4794 4.3829 0.093
H 18.8202 1.5962 2.6707 0.106
H 20.2182 1.0975 3.3910 0.104
H 21.3594 3.5159 3.1785 0.120
H 19.8344 3.9974 2.3953 0.108
H 21.5689 1.8495 1.3013 0.073
H 21.2495 3.5792 0.7722 0.074
H 19.9712 2.3181 0.7811 0.067
H 15.5061 0.8075 4.8520 0.108
H 16.5369 0.8866 3.4408 0.095
H 16.5463 3.1396 3.1499 0.116
H 15.6920 3.4400 4.6930 0.101
H 14.1299 3.7263 3.0194 0.122
H 13.7441 2.3058 3.8896 0.126
H 14.5482 1.0000 2.0696 0.076
H 15.2359 2.4294 1.1661 0.085
H 13.5552 2.3214 1.4128 0.083
H 18.2200 1.8482 7.8608 0.100
H 16.5889 1.8424 7.3199 0.084
H 16.7451 4.0636 6.3868 0.081
H 18.4843 4.2933 6.7513 0.103
H 17.1764 5.6483 8.3516 0.107
H 18.0386 4.4698 9.1410 0.101
H 16.1024 2.9863 9.2124 0.059
H 15.1714 4.0604 8.2093 0.073
H 15.5288 4.5578 9.9080 0.085
C 27.0365 -2.1547 -5.9467 -0.104
C 27.0074 -1.5692 -4.5500 -0.264
C 28.0744 -2.1652 -3.6003 -0.246
C 27.9532 -1.5779 -2.1996 -0.262
P 28.9101 -2.3408 -0.7530 1.039
C 28.5345 -4.1674 -0.9600 -0.224
C 29.6366 -5.0613 -1.7347 -0.214
C 29.1307 -6.5240 -1.8743 -0.246
C 30.1518 -7.4861 -2.5247 -0.105
C 30.6535 -1.8300 -0.9132 -0.229
C 31.7232 -2.4866 0.1033 -0.182
C 33.1470 -2.5279 -0.5201 -0.260
C 33.3221 -3.6765 -1.4623 -0.128
C 28.0795 -1.8053 0.7372 -0.301
C 28.2246 -0.3244 0.9318 -0.270
C 27.5714 0.1912 2.2474 -0.231
C 28.2278 1.4902 2.7610 -0.087
H 26.1944 -1.8690 -6.5770 0.073
H 27.1162 -3.2416 -5.9690 0.078
H 27.9292 -1.8095 -6.4683 0.076
H 26.0139 -1.7906 -4.1599 0.107
H 27.0524 -0.4881 -4.4180 0.110
H 29.0720 -1.9945 -4.0048 0.118
H 27.8864 -3.2384 -3.5698 0.099
H 26.9164 -1.6603 -1.8735 0.096
H 27.9851 -0.4884 -2.1912 0.094
H 27.5425 -4.1700 -1.4117 0.088
H 28.3296 -4.6421 -0.0003 0.085
H 30.5970 -5.0307 -1.2200 0.085
H 29.8050 -4.6364 -2.7243 0.098
H 28.2849 -6.4610 -2.5590 0.107
H 28.8997 -6.9607 -0.9027 0.106
H 30.7257 -7.0288 -3.3307 0.072
H 29.6492 -8.3516 -2.9565 0.072
H 30.9438 -7.9136 -1.9097 0.073
H 30.6347 -0.7402 -0.8958 0.098
H 30.8160 -2.2260 -1.9156 0.079
H 31.4965 -3.5233 0.3521 0.094
H 31.7358 -1.9108 1.0288 0.103
H 33.9058 -2.6589 0.2513 0.114
H 33.5195 -1.6180 -0.9907 0.115
H 34.2334 -3.5804 -2.0525 0.086
H 32.5268 -3.8904 -2.1763 0.056
H 33.4008 -4.6482 -0.9746 0.080
H 28.3587 -2.4959 1.5329 0.109
H 27.0300 -1.9886 0.5069 0.108
H 27.9037 0.2599 0.0694 0.114
H 29.2873 -0.0860 0.9744 0.095
H 27.6611 -0.6216 2.9681 0.099
H 26.5008 0.1713 2.0439 0.108
H 28.0420 1.6424 3.8242 0.074
H 27.8218 2.4101 2.3401 0.072
H 29.2854 1.5382 2.5018 0.073
C 14.5732 -18.6149 -2.9670 -0.087
C 16.1267 -18.5278 -2.8983 -0.246
C 16.6276 -17.0996 -2.9169 -0.282
C 16.4643 -16.3218 -1.6073 -0.234
P 16.8224 -14.5458 -1.8569 1.070
C 15.7527 -13.8733 -3.1246 -0.317
C 14.2730 -14.1296 -3.0623 -0.270
C 13.6362 -14.1668 -4.4474 -0.237
C 12.0702 -14.3278 -4.4319 -0.081
C 18.6172 -14.2145 -2.3815 -0.222
C 18.7452 -12.9814 -3.2372 -0.297
C 20.1455 -12.7174 -3.7799 -0.230
C 20.1762 -11.6388 -4.9393 -0.078
C 16.3135 -13.5706 -0.3515 -0.263
C 16.8640 -12.1474 -0.2213 -0.247
C 16.6031 -11.7542 1.2482 -0.253
C 16.5643 -10.2450 1.3535 -0.129
H 14.3709 -19.6651 -3.1773 0.079
H 14.1956 -18.1592 -3.8824 0.066
H 13.9849 -18.1696 -2.1648 0.069
H 16.5716 -19.0374 -3.7529 0.114
H 16.4994 -19.2068 -2.1314 0.115
H 16.1850 -16.6544 -3.8080 0.104
H 17.6582 -17.1669 -3.2655 0.106
H 17.2080 -16.7409 -0.9296 0.114
H 15.3995 -16.4304 -1.4012 0.092
H 16.0974 -14.3262 -4.0542 0.098
H 15.8177 -12.7859 -3.0874 0.104
H 13.8563 -13.3097 -2.4773 0.113
H 13.9808 -15.0482 -2.5535 0.110
H 13.9714 -15.0838 -4.9319 0.103
H 14.0050 -13.3245 -5.0328 0.109
H 11.6101 -13.6609 -3.7027 0.069
H 11.7460 -15.3280 -4.1448 0.071
H 11.6066 -14.2451 -5.4150 0.073
H 18.9953 -15.1741 -2.7341 0.092
H 19.2187 -14.0808 -1.4823 0.101
H 18.5255 -12.1185 -2.6085 0.101
H 18.0657 -12.9096 -4.0864 0.104
H 20.5284 -13.7093 -4.0201 0.109
H 20.6985 -12.3264 -2.9259 0.107
H 21.2152 -11.3495 -5.0967 0.068
H 19.6719 -10.7199 -4.6404 0.067
H 19.7604 -11.9621 -5.8936 0.071
H 16.7044 -14.2342 0.4198 0.096
H 15.2305 -13.4646 -0.2891 0.105
H 16.4340 -11.5912 -1.0542 0.111
H 17.9502 -12.1215 -0.3087 0.103
H 17.4175 -12.0886 1.8909 0.119
H 15.6177 -12.0599 1.5999 0.114
H 16.6024 -9.8343 2.3625 0.074
H 15.7206 -9.8083 0.8191 0.078
H 17.4658 -9.7595 0.9798 0.072
```